1.
This record from the Open Molecules 2025 dataset describes C27H25Cl3N5O4PSSeTi as an isolated structure. The level of theory is ωB97M-V/def2-TZVPD.

The largest force on an atom comes out at 0.3 eV/Å. The charge is -1. The value obtained for the frontier orbital gap (spin up / spin down) is 0.2545 / 0.2544 hartree. The value obtained for the total energy is -190203.145 eV. The expectation value of S² is 0.754. Its HOMO energy (spin up / spin down) is -4.6 / -4.6 eV. The calculation puts the energy above the lowest of the compared OMol25 structures with the same formula, charge and spin at 0.0000 eV. The lowest unoccupied orbital energy (spin up / spin down) is 2.3 / 2.3 eV. The spin multiplicity is 2.

Positions of all 68 atoms, in Å:
Ti 1.25686 0.68211 -1.29600
N -0.13925 2.10859 -0.83574
P 2.66268 1.96333 0.49909
C 1.51972 2.72697 1.71091
C 0.71473 1.85224 2.44156
C -0.17597 2.33190 3.38688
C -0.28262 3.70060 3.60616
C 0.51353 4.57770 2.88440
C 1.41440 4.09423 1.94181
C 3.35644 3.42159 -0.38464
C 4.69951 3.76028 -0.27211
C 5.21356 4.84281 -0.97495
C 4.39126 5.59584 -1.79914
C 3.04872 5.26055 -1.92209
C 2.53582 4.17864 -1.22350
C -1.09134 1.69735 -1.69144
C -2.46368 2.01967 -1.72319
C -3.24396 1.44130 -2.69384
C -2.69013 0.55445 -3.62514
C -1.34562 0.27362 -3.52091
N -0.56946 0.82519 -2.59010
H -0.43750 2.64654 -0.03596
H 0.78341 0.78208 2.27735
H -0.77231 1.62630 3.95208
H -0.97944 4.08060 4.34338
H 0.44080 5.64477 3.05809
H 2.03817 4.78650 1.39032
H 5.33324 3.16065 0.37076
H 6.26286 5.09420 -0.87879
H 4.79415 6.43700 -2.35008
H 2.40045 5.83815 -2.56974
H 1.48874 3.91815 -1.32757
H -2.87442 2.69092 -0.98125
H -4.30270 1.66909 -2.73339
H -3.29166 0.08734 -4.39082
H -0.85844 -0.42543 -4.19164
Cl -4.40416 -3.81731 -2.06049
C -2.94516 -2.97241 -1.61400
C -1.78568 -3.19136 -2.33338
C -0.64117 -2.50610 -1.96921
Cl 0.80648 -2.71913 -2.90435
C -0.59585 -1.59575 -0.89901
O 0.51105 -0.97846 -0.56896
C -1.80805 -1.41562 -0.20704
Cl -1.83634 -0.31702 1.12444
C -2.96763 -2.08715 -0.55197
H -1.76966 -3.87409 -3.17060
H -3.87539 -1.91434 0.00809
C -0.63992 -3.96676 2.20151
N 0.62843 -3.29002 2.22071
C 1.58002 -3.47905 1.13241
C 2.67460 -2.44923 1.44334
N 2.04800 -1.65147 2.48416
C 0.89311 -2.16043 2.92888
S -0.03729 -1.52679 4.17397
H -1.16135 -3.78391 1.25474
H -1.24410 -3.58952 3.02341
H -0.49867 -5.04450 2.31777
H 1.10188 -3.28483 0.16923
H 1.96098 -4.50271 1.12917
H 2.94125 -1.83921 0.58436
H 3.58104 -2.92661 1.82456
H 2.44766 -0.78980 2.82723
O 2.51690 0.82432 -2.97455
N 3.38410 -0.03830 -2.56003
O 4.34111 -0.34396 -3.20831
O 3.09524 -0.53766 -1.44033
Se 4.22723 0.97102 1.60906

---

2.
This record from the Open Molecules 2025 dataset describes C27H25ClEuN6O6S3 as an isolated structure at a distorted geometry. The level of theory is ωB97M-V/def2-TZVPD.

The largest force on an atom comes out at 3.2 eV/Å. The charge is -2. The value obtained for the frontier orbital gap (spin up / spin down) is 0.1622 / 0.1808 hartree. The value obtained for the total energy is -113984.431 eV. The expectation value of S² is 15.760. Its HOMO energy (spin up / spin down) is -1.0 / -1.5 eV. The calculation puts the energy above the lowest of the compared OMol25 structures with the same formula, charge and spin at 0.0000 eV. The lowest unoccupied orbital energy (spin up / spin down) is 3.4 / 3.4 eV. The spin multiplicity is 8.

Positions of all 69 atoms, in Å:
Eu 0.39876 -1.22823 1.15820
S 1.10283 -1.13628 3.99906
C 2.70760 -1.12967 3.27941
S 3.27379 -0.93038 1.67403
C 3.72529 -1.37569 4.23156
C 5.05152 -1.29067 3.85918
N 6.18992 -1.25907 3.71830
C 3.47120 -1.57679 5.58021
N 3.37656 -1.75912 6.71074
S 1.16273 5.83509 0.99112
C 1.18182 4.13848 0.85141
C 1.30913 3.38152 -0.33753
C 1.29206 1.99372 -0.24429
N 1.09929 1.35991 0.93221
C 0.97504 2.07177 2.06845
C 0.99890 3.44744 2.07027
C 1.84791 6.32481 -0.50478
C 3.14229 5.95306 -0.89717
C 3.64057 6.50841 -2.07507
N 2.93626 7.35709 -2.82878
C 1.68474 7.67259 -2.49558
C 1.08900 7.14500 -1.34994
H 1.44336 3.86525 -1.29425
H 1.37850 1.36691 -1.13724
H 0.87298 1.50341 3.00376
H 0.89858 3.98623 3.00669
H 3.73603 5.27027 -0.30345
H 4.64530 6.29302 -2.42855
H 1.17625 8.37169 -3.16251
H 0.07359 7.42878 -1.09469
C 1.68593 -2.21913 -4.38964
N 0.87712 -1.33869 -3.57135
C -0.09778 -0.44960 -4.13432
C 1.22872 -1.20275 -2.31013
N 1.41705 -1.11135 -1.16347
H 1.04693 -2.80912 -5.06570
H 2.25181 -2.88133 -3.74227
H 2.37380 -1.64012 -5.01290
H -0.69877 -0.94535 -4.90609
H 0.36140 0.44408 -4.57699
H -0.73926 -0.12693 -3.31463
C -5.84641 -2.21637 0.40191
C -4.45344 -2.77061 0.48810
C -3.76145 -2.88290 1.68690
C -2.45380 -3.39212 1.77740
C -1.84076 -3.41410 3.15887
C -1.77292 -3.79216 0.60330
C -2.43626 -3.60471 -0.64566
C -1.70911 -3.91820 -1.92925
C -3.74999 -3.11722 -0.67729
C -0.33661 -4.39690 0.66210
O -0.20248 -5.57767 0.30800
O 0.61386 -3.56425 1.05859
H -6.27936 -2.11971 1.38562
H -6.49160 -2.85829 -0.18695
H -5.85366 -1.23827 -0.05214
H -4.22682 -2.55082 2.60215
H -2.51126 -3.92374 3.84973
H -1.69069 -2.38154 3.49801
H -0.85897 -3.91788 3.14483
H -0.93004 -3.18227 -2.14682
H -2.38788 -3.91868 -2.78475
H -1.21350 -4.87898 -1.82706
H -4.23181 -3.02382 -1.64411
O -3.62075 0.18060 0.35832
Cl -2.22300 0.29093 0.50920
O -1.76941 1.59207 0.17512
O -1.54138 -0.64361 -0.38268
O -1.80923 -0.08706 1.81530

---

3.
This record from the Open Molecules 2025 dataset describes C27H25F12N4O2Pt as an isolated structure. The level of theory is ωB97M-V/def2-TZVPD.

The largest force on an atom comes out at 0.5 eV/Å. The charge is +1. The value obtained for the frontier orbital gap (spin up / spin down) is 0.3419 / 0.2484 hartree. The value obtained for the total energy is -74310.324 eV. The expectation value of S² is 6.055. Its HOMO energy (spin up / spin down) is -11.2 / -12.0 eV. The lowest unoccupied orbital energy (spin up / spin down) is -1.9 / -5.2 eV. The spin multiplicity is 5.

Positions of all 71 atoms, in Å:
Pt 1.29500 -0.28984 0.10820
C -5.02180 1.44782 1.31819
C -3.67477 1.30856 0.66163
C -2.89256 2.42140 0.37401
C -1.66376 2.27294 -0.24214
C -1.19329 1.00681 -0.56916
N 0.07095 0.89660 -1.19707
C 0.30031 1.21216 -2.46735
C -0.78868 1.68027 -3.26839
C -0.63097 1.94245 -4.59851
C 0.61257 1.75960 -5.21011
C 0.79266 1.96134 -6.68138
C 1.70024 1.34525 -4.41967
C 1.59644 1.07104 -3.07970
C 2.82352 0.67873 -2.24548
O 2.58614 -0.35429 -1.35397
C 3.98436 0.12117 -3.13106
F 4.56402 1.08292 -3.86527
F 3.51593 -0.81592 -3.96033
F 4.92527 -0.43695 -2.38229
C 3.34848 1.95694 -1.50584
F 3.41350 3.00539 -2.32409
F 2.51212 2.29148 -0.49989
F 4.54649 1.76203 -0.96605
C -1.92434 -0.13504 -0.23728
C -3.17213 0.04940 0.35028
C -1.38122 -1.55188 -0.51548
O -0.01776 -1.66989 -0.72319
C -1.74459 -2.50244 0.67642
F -1.52273 -1.88357 1.85589
F -0.97504 -3.59196 0.66593
F -3.01559 -2.91221 0.67601
C -2.03522 -2.08084 -1.82391
F -1.59958 -1.34217 -2.85359
F -1.70171 -3.35003 -2.04905
F -3.36826 -1.99634 -1.80917
H -5.40921 2.46013 1.21763
H -4.95742 1.21945 2.38399
H -5.74283 0.75809 0.88037
H -3.25336 3.41353 0.61686
H -1.05851 3.13535 -0.49568
H -1.75617 1.79149 -2.80144
H -1.47556 2.28178 -5.18485
H 0.01870 2.60293 -7.09776
H 0.73444 0.99552 -7.19139
H 1.77054 2.38533 -6.90767
H 2.65226 1.25558 -4.91920
H -3.78536 -0.81235 0.57596
C 0.56180 -3.51393 4.32292
C 1.40823 -3.65141 3.07659
N 1.38997 -2.38012 2.35005
C 1.08846 -1.19048 2.88156
N 0.99468 -0.12070 2.05968
C 0.73246 1.21026 2.62174
C -0.12888 1.10330 3.86066
C 0.56916 0.18807 4.83929
N 0.87047 -1.09467 4.19753
C 1.01031 -2.27126 5.06389
H 0.66934 -4.39244 4.95632
H -0.48959 -3.41297 4.04648
H 1.01842 -4.41809 2.41041
H 2.43680 -3.91135 3.33298
H 1.44636 -2.43089 1.34279
H 0.23617 1.79904 1.85168
H 1.68097 1.70198 2.85657
H -1.10667 0.69258 3.59677
H -0.27693 2.08638 4.30577
H -0.05979 -0.02224 5.70254
H 1.49357 0.64510 5.20344
H 0.40250 -2.09513 5.94871
H 2.05067 -2.36880 5.38769

---

4.
This record from the Open Molecules 2025 dataset describes C27H25MnN8O7S as an isolated structure. The level of theory is ωB97M-V/def2-TZVPD.

The largest force on an atom comes out at 0.9 eV/Å. The charge is +2. The value obtained for the frontier orbital gap (spin up / spin down) is 0.1957 / 0.2185 hartree. The value obtained for the total energy is -96801.539 eV. The expectation value of S² is 6.063. Its HOMO energy (spin up / spin down) is -12.4 / -12.4 eV. The calculation puts the energy above the lowest of the compared OMol25 structures with the same formula, charge and spin at 0.5349 eV. The lowest unoccupied orbital energy (spin up / spin down) is -7.1 / -6.4 eV. The spin multiplicity is 5.

Positions of all 69 atoms, in Å:
Mn 0.35789 -0.44149 -0.92373
O -3.13737 -5.99582 2.87796
N -3.02019 -4.79158 2.98077
O -3.54388 -4.11141 3.84903
C -2.15516 -4.09258 1.96894
C -1.46317 -4.90206 1.15948
C -0.57914 -4.37527 0.16274
C 0.18976 -5.18156 -0.69589
C 1.00971 -4.58901 -1.62035
C 1.06475 -3.19914 -1.68318
N 0.35162 -2.43017 -0.87221
C -0.46984 -3.00453 0.03747
C -1.23480 -2.13337 0.87817
N -1.07050 -0.80622 0.65209
C -1.67414 0.06372 1.42842
C -2.49776 -0.34426 2.47617
C -2.70953 -1.68036 2.69785
C -2.06309 -2.64276 1.88048
H -1.57080 -5.97309 1.27316
H 0.12662 -6.26457 -0.61897
H 1.61241 -5.17428 -2.30346
H 1.69092 -2.69737 -2.40310
H -1.51429 1.11547 1.20728
H -2.97516 0.40004 3.10092
H -3.35587 -1.99584 3.49518
O -1.56474 2.08226 -1.04706
C -0.40674 2.31782 -0.76514
O 0.53219 1.34848 -0.66888
C 0.07283 3.64535 -0.39269
C -0.85154 4.66581 -0.26913
C -0.45390 5.95675 0.08554
C 0.88820 6.15441 0.29358
O 1.51134 7.30404 0.64396
C 2.92962 7.02662 0.68993
O 3.07078 5.61560 0.42604
C 1.81564 5.13792 0.16362
C 1.45056 3.87258 -0.16997
H -1.89609 4.44815 -0.45725
H -1.16480 6.77207 0.18699
H 3.31564 7.26095 1.67249
H 3.44063 7.60045 -0.07182
H 2.17789 3.07864 -0.27956
C 5.09002 -0.71694 2.94173
N 4.03426 -0.64089 1.93025
C 4.27548 -0.58781 0.49508
C 2.85803 -0.62849 -0.01454
O 2.48948 -0.59077 -1.20874
N 1.97775 -0.70154 0.99004
C 2.71922 -0.68988 2.12767
N 2.16281 -0.74431 3.33072
H 5.94833 -1.23063 2.51795
H 4.75065 -1.29702 3.80043
H 5.40323 0.27193 3.27261
H 4.86086 -1.43766 0.13951
H 4.77710 0.33061 0.18587
H 1.15840 -0.71839 3.39116
H 2.69284 -0.57235 4.16548
S -0.77795 -0.95346 -3.11339
C -2.30762 -0.32129 -3.61479
N -2.76494 0.90500 -3.51444
C -4.08872 1.07437 -4.14025
C -4.38468 -0.33671 -4.68708
N -3.17510 -1.08230 -4.27744
H -2.32901 1.56933 -2.88298
H -4.03860 1.81410 -4.92819
H -4.82308 1.39712 -3.40983
H -4.50023 -0.34418 -5.76396
H -5.26830 -0.77561 -4.24146
H -2.97671 -2.03269 -4.53729